{
  "formula": "C3H5NO4",
  "method": "wB97M-V/def2-TZVPD",
  "elements": ["O", "N", "O", "C", "O", "C", "C", "O", "H", "H", "H", "H", "H"],
  "coordinates": [[2.079, -1.531, 0.853], [1.724, -0.465, 1.220], [2.414, 0.323, 1.887], [0.486, 0.144, 0.685], [0.036, 1.330, 1.184], [-0.232, -0.562, -0.171], [-1.500, -0.059, -0.922], [-1.243, -0.243, -2.275], [0.790, 1.875, 1.447], [0.024, -1.560, -0.382], [-1.522, 0.971, -0.522], [-2.331, -0.715, -0.523], [-0.725, 0.492, -2.483]],
  "lowdin_charge": [0.12, -0.35, 0.06, -0.26, 0.08, 0.03, -0.23, -0.01, 0.12, 0.11, 0.12, 0.15, 0.06],
  "max_force_ha_per_bohr": 0.0733,
  "total_energy_ev": -12867.8136,
  "relative_energy_kcal_mol": 116.7
}


{
  "formula": "C6H10N",
  "method": "wB97M-V/def2-TZVPD",
  "elements": ["C", "C", "C", "C", "C", "C", "N", "H", "H", "H", "H", "H", "H", "H", "H", "H", "H"],
  "coordinates": [[-0.226, 1.816, -0.688], [-0.250, 1.366, -1.882], [-0.356, 0.845, 0.447], [0.170, -0.378, 0.446], [-0.124, 0.926, -3.193], [0.776, -1.662, 2.349], [-0.314, -1.249, 1.456], [-0.044, 2.823, -0.349], [-0.936, 0.990, 1.339], [-0.921, 0.209, -3.324], [0.864, 0.477, -3.507], [-0.197, 1.853, -3.847], [1.661, -1.865, 1.807], [1.134, -0.921, 3.068], [0.571, -2.575, 2.903], [-1.063, -0.754, 2.071], [-0.746, -1.901, 0.904]],
  "lowdin_charge": [-0.01, 0.11, -0.15, -0.14, -0.01, -0.03, -0.07, 0.15, 0.09, 0.12, 0.14, 0.17, 0.08, 0.11, 0.10, 0.19, 0.13],
  "max_force_ha_per_bohr": 0.1102,
  "total_energy_ev": -7860.8598,
  "relative_energy_kcal_mol": 126.6,
  "charge": 1
}


{
  "formula": "C10H18AuNO6",
  "method": "wB97M-V/def2-TZVPD",
  "elements": ["Au", "O", "C", "C", "N", "C", "C", "O", "O", "C", "C", "O", "O", "H", "H", "H", "H", "H", "H", "H", "H", "H", "C", "C", "C", "C", "O", "H", "H", "H", "H", "H", "H", "H", "H", "H"],
  "coordinates": [[-0.001, -0.694, 0.207], [0.217, 1.441, -0.256], [-0.271, 2.287, 0.827], [0.346, 1.807, 2.124], [0.019, 0.428, 2.410], [-1.356, 0.072, 2.711], [-2.371, -0.133, 1.532], [-3.541, -0.152, 1.809], [-1.941, -0.258, 0.275], [1.124, -0.419, 2.850], [2.265, -0.504, 1.799], [3.409, -0.328, 2.134], [1.956, -0.789, 0.531], [-0.374, 1.570, -1.011], [0.041, 3.312, 0.626], [-1.359, 2.241, 0.851], [1.431, 1.879, 2.027], [0.034, 2.489, 2.926], [-1.360, -0.884, 3.234], [-1.843, 0.814, 3.351], [1.598, -0.076, 3.773], [0.733, -1.425, 3.004], [1.388, -3.819, -0.269], [-0.110, -3.596, -0.090], [-0.738, -4.782, 0.641], [-0.788, -3.391, -1.441], [-0.389, -2.500, 0.783], [1.563, -4.687, -0.905], [1.868, -3.989, 0.697], [1.860, -2.950, -0.729], [-0.557, -5.696, 0.075], [-1.813, -4.634, 0.750], [-0.299, -4.886, 1.633], [-0.667, -4.272, -2.073], [-0.341, -2.537, -1.959], [-1.851, -3.191, -1.304]],
  "lowdin_charge": [1.37, -0.13, -0.16, -0.15, -0.23, -0.08, -0.59, 0.09, -0.18, -0.09, -0.58, 0.09, -0.17, 0.12, 0.13, 0.12, 0.14, 0.14, 0.13, 0.13, 0.13, 0.12, -0.04, -0.71, -0.03, -0.05, -0.27, 0.09, 0.09, 0.07, 0.09, 0.09, 0.09, 0.09, 0.07, 0.09],
  "max_force_ha_per_bohr": 0.0094,
  "total_energy_ev": -28126.7635,
  "relative_energy_kcal_mol": 26.8
}


Question: What is the formula in the third record?
Answer: C10H18AuNO6